Entry from the Open Molecules 2025 dataset: a molecular structure, C11H18F6NO6Y at a distorted geometry (ωB97M-V/def2-TZVPD).

ΔE to the lowest compared entry with this formula, charge and spin   7.359 eV
2S+1   1
E_tot   -42792.7442 eV
Net charge   +2
Gap between HOMO and LUMO   1.56 eV
HOMO level   -0.51173 Ha

Element x y z (Å)
Y  2.7060  -7.8157  1.2153
O  1.3023  -5.1843  -0.6216
H  0.7171  -4.4049  -0.5540
C  -1.6005  -2.9884  -4.1832
O  -1.0138  -2.6491  -5.2642
N  -2.6640  -2.4002  -3.6007
C  -3.3670  -1.2699  -4.3474
C  -3.0434  -2.3541  -2.1497
H  -1.3067  -3.9059  -3.6502
H  -3.1738  -0.2679  -3.9642
H  -4.4534  -1.3548  -4.3225
H  -3.1445  -1.3515  -5.4113
H  -2.3649  -1.6003  -1.7505
H  -4.0683  -2.0802  -1.8992
H  -2.8576  -3.2019  -1.4902
C  1.2671  1.2941  -1.7762
C  1.2557  2.5948  -0.9634
O  1.3767  3.5700  -2.0322
C  0.2729  4.0900  -2.5658
O  -0.8372  3.5300  -2.6397
C  0.3859  5.4834  -3.2586
F  -0.6751  5.8056  -3.9677
F  0.4499  6.4918  -2.2907
F  1.3777  5.6176  -4.1164
H  1.1568  0.4375  -1.1113
H  2.1131  1.1467  -2.4476
H  0.4644  1.2376  -2.5114
H  2.1637  2.5709  -0.3610
H  0.3810  2.8834  -0.3805
C  -0.2648  -1.5420  4.0656
C  1.2128  -1.3619  4.2974
O  1.5257  -0.6261  5.5499
C  1.6492  0.7242  5.5303
O  1.3808  1.4313  4.5607
C  2.2870  1.2158  6.8185
F  2.3720  0.3961  7.8819
F  3.5699  1.4968  6.5253
F  1.7844  2.3376  7.1605
H  -0.4484  -2.3493  3.3566
H  -0.5058  -0.5663  3.6438
H  -0.7200  -1.6588  5.0491
H  1.6681  -1.1318  3.3341
H  1.6691  -2.2897  4.6424

Cartesian forces (eV/Å) of the 2 atoms listed first:
Y -1.025 1.852 -1.135
O 0.918 -1.486 0.441

Mulliken atomic charge list, values in e, 6 entries: 1.8333 -0.5410 0.2610 0.1068 -0.4678 0.1371


Entry from the Open Molecules 2025 dataset: a single C7H9ClN2 molecule at a distorted geometry (ωB97M-V/def2-TZVPD).

ΔE to the lowest compared entry with this formula, charge and spin   3.500 eV
2S+1   1
E_tot   -22904.2185 eV
Net charge   0
Structure (SMILES)   NN(Cl)Cc1ccccc1
Gap between HOMO and LUMO   9.67 eV
HOMO level   -0.33172 Ha

Element x y z (Å)
C  2.9253  -0.7170  0.6389
C  2.4501  0.5343  1.1360
C  2.1378  -1.4723  -0.2111
C  1.1565  0.9155  0.7933
C  0.8488  -1.0642  -0.5647
C  0.4486  0.1839  -0.1047
C  -0.9507  0.4517  -0.6516
N  -2.8876  0.6958  0.9306
N  -2.0021  -0.2237  0.6756
Cl  -2.6426  -1.7725  -0.2574
H  3.8928  -1.0483  0.9097
H  3.0385  0.9644  1.9665
H  2.5125  -2.4942  -0.3163
H  0.7947  1.9243  1.0553
H  0.1039  -1.6466  -1.1431
H  -1.1658  1.5051  -0.6722
H  -1.1120  -0.0699  -1.5368
H  -3.4625  1.1244  0.2337
H  -3.3113  0.4264  1.8016

Cartesian forces (eV/Å) of the 2 atoms listed first:
C -1.328 2.217 0.016
C 0.434 -2.039 0.605

Mulliken atomic charge list, values in e, 6 entries: -0.2825 -0.5218 -0.5010 -0.4070 -0.4441 1.1295


Entry from the Open Molecules 2025 dataset: a single C23H25N3O5S2 molecule at a distorted geometry (ωB97M-V/def2-TZVPD).

ΔE to the lowest compared entry with this formula, charge and spin   0.628 eV
2S+1   1
E_tot   -60635.1032 eV
Net charge   0
Structure (SMILES)   Cc1ccccc1NS(=O)(=O)c1cc(C(=O)Nc2cccc(N(C)S(C)(=O)=O)c2)ccc1C
Gap between HOMO and LUMO   8.80 eV
HOMO level   -0.30788 Ha

Element x y z (Å)
C  -2.6515  -1.8108  1.3277
C  -3.8055  -1.0731  0.7144
C  -5.0867  -1.2254  1.2230
C  -6.1682  -0.5545  0.6783
C  -5.9743  0.2816  -0.4062
C  -4.7093  0.4414  -0.9421
C  -3.6202  -0.2207  -0.3852
N  -2.3512  -0.0784  -0.9493
S  -1.6414  1.2651  -1.6157
O  -0.7871  0.7678  -2.6650
O  -2.6435  2.2202  -1.9852
C  -0.5637  1.9758  -0.3646
C  0.7621  2.1374  -0.7154
C  1.6655  2.6579  0.2025
C  1.2062  3.0163  1.4666
C  -0.1279  2.8713  1.7923
C  -1.0468  2.3666  0.8752
C  -2.4976  2.2817  1.2173
H  -3.1053  2.4384  0.3298
H  -2.7523  3.0308  1.9643
H  -2.7405  1.3027  1.6284
H  -0.4731  3.1720  2.7706
H  1.8985  3.4291  2.1853
C  3.0602  3.0391  -0.1756
O  3.3464  4.2088  -0.3368
N  4.0473  2.1050  -0.3173
C  4.1586  0.7272  -0.1426
C  3.0727  -0.1322  -0.0452
C  3.2615  -1.5101  0.0798
C  4.5599  -2.0159  0.1465
C  5.6386  -1.1533  0.0608
C  5.4534  0.2034  -0.0988
H  6.3047  0.8626  -0.1792
H  6.6398  -1.5534  0.1101
H  4.7407  -3.0704  0.2619
N  2.1489  -2.3501  0.1271
S  0.7218  -1.8676  -0.6280
O  0.2155  -0.6962  0.0384
O  -0.1555  -3.0000  -0.6288
C  1.1861  -1.4694  -2.3165
H  2.1869  -1.0575  -2.3192
H  0.4687  -0.7350  -2.6817
H  1.1316  -2.3874  -2.8855
C  2.3275  -3.7712  0.3178
H  1.3355  -4.2141  0.3193
H  2.9179  -4.2230  -0.4849
H  2.8071  -3.9599  1.2784
H  2.0738  0.2582  -0.0498
H  4.9357  2.5559  -0.5183
H  1.0649  1.8594  -1.7128
H  -1.6312  -0.6629  -0.5489
H  -4.5471  1.0891  -1.7869
H  -6.8091  0.8067  -0.8451
H  -7.1540  -0.6884  1.0975
H  -5.2379  -1.8821  2.0682
H  -2.2318  -2.5310  0.6247
H  -1.8472  -1.1300  1.6093
H  -2.9781  -2.3478  2.2153

Cartesian forces (eV/Å) of the 2 atoms listed first:
C -0.059 0.034 -0.086
C 0.171 0.073 -0.082

Mulliken atomic charge list, values in e, 6 entries: -1.2639 0.8822 -0.8569 -0.6350 -0.7989 -0.3183